1.
{
  "formula": "C8H11NO3S",
  "method": "ωB97M-V/def2-TZVPD",
  "elements": ["C", "C", "C", "C", "C", "C", "C", "C", "N", "O", "O", "O", "S", "H", "H", "H", "H", "H", "H", "H", "H", "H", "H", "H"],
  "coordinates": [[0.53, -0.65, -0.59], [-0.70, -0.24, -0.27], [0.52, -2.12, -0.35], [-2.24, 1.63, 0.78], [-2.80, 1.33, -0.57], [-1.26, 1.09, -0.38], [1.56, -3.07, -0.59], [1.82, 1.21, 1.32], [-0.61, -2.41, 0.19], [1.39, 1.61, -1.37], [-1.41, -1.28, 0.26], [2.68, 0.51, 0.40], [1.97, 0.30, -1.12], [-2.20, 2.74, 1.01], [-2.27, 0.88, 1.61], [-3.47, 0.49, -0.84], [-2.94, 2.25, -1.12], [-0.62, 1.68, -0.95], [2.40, -2.63, -1.13], [2.09, -3.43, 0.37], [0.99, -3.89, -1.15], [1.06, 0.50, 1.72], [1.08, 1.85, 0.75], [2.42, 1.66, 2.03]],
  "total_energy_ev": -26933.56022,
  "relative_energy_kj_mol": 2.3,
  "homo_lumo_gap_ev": [5.82, 6.82],
  "spin_multiplicity": 3,
  "s2": 2.04,
  "charge": 0
}

=====

2.
{
  "formula": "C8H11NO4",
  "method": "ωB97M-V/def2-TZVPD",
  "elements": ["O", "C", "C", "C", "O", "C", "C", "N", "C", "O", "C", "C", "O", "H", "H", "H", "H", "H", "H", "H", "H", "H", "H", "H"],
  "coordinates": [[-1.20, 2.25, 0.34], [-0.22, 1.59, 0.67], [0.33, 1.57, 2.04], [1.39, 0.85, 2.44], [1.74, 0.92, 3.76], [2.05, 0.10, 1.47], [1.58, 0.10, 0.22], [0.51, 0.79, -0.19], [0.04, 0.86, -1.61], [0.18, -0.39, -2.17], [-1.06, -1.10, -2.27], [-1.69, -1.39, -0.83], [-2.61, -2.46, -0.83], [-0.25, 2.08, 2.82], [2.14, 0.02, 4.00], [3.06, -0.29, 1.65], [2.04, -0.38, -0.60], [0.73, 1.57, -2.03], [-0.96, 1.21, -1.52], [-0.86, -2.04, -2.89], [-1.78, -0.46, -2.89], [-2.25, -0.49, -0.66], [-0.84, -1.59, -0.14], [-2.07, -3.32, -0.78]],
  "total_energy_ev": -18153.00273,
  "relative_energy_kj_mol": 103.7,
  "homo_lumo_gap_ev": 9.00,
  "spin_multiplicity": 1,
  "charge": 0,
  "smiles": "O=c1cc(O)ccn1COCCO"
}

=====

3.
{
  "formula": "C8H11NOS",
  "method": "ωB97M-V/def2-TZVPD",
  "elements": ["O", "C", "C", "C", "C", "C", "C", "C", "N", "C", "S", "H", "H", "H", "H", "H", "H", "H", "H", "H", "H", "H"],
  "coordinates": [[2.68, -0.41, -0.48], [1.72, -0.35, 0.55], [0.75, -1.54, 0.43], [-0.65, -0.89, 0.39], [-0.43, 0.34, 1.28], [0.76, 0.87, 0.48], [0.21, 0.96, -0.94], [-0.80, -0.23, -1.00], [-2.14, 0.21, -1.21], [-3.18, 0.74, -1.07], [-4.60, 1.45, -0.92], [3.30, 0.34, -0.33], [2.22, -0.35, 1.53], [0.99, -2.12, -0.49], [0.85, -2.22, 1.28], [-1.48, -1.55, 0.63], [-0.18, 0.09, 2.36], [-1.31, 1.05, 1.28], [1.22, 1.79, 0.83], [-0.33, 1.90, -1.12], [0.97, 0.84, -1.68], [-0.57, -0.92, -1.81]],
  "total_energy_ev": -22847.06774,
  "relative_energy_kj_mol": 1.5,
  "homo_lumo_gap_ev": 9.50,
  "spin_multiplicity": 1,
  "charge": 0,
  "smiles": "O[C@@H]1C[C@H]2C[C@@H]1C[C@@H]2N=C=S"
}

=====

4.
{
  "formula": "C8H11NOSi",
  "method": "ωB97M-V/def2-TZVPD",
  "elements": ["C", "Si", "C", "O", "C", "C", "C", "C", "C", "C", "N", "H", "H", "H", "H", "H", "H", "H", "H", "H", "H", "H"],
  "coordinates": [[2.99, -0.62, 1.06], [1.53, -1.29, 0.52], [0.81, -2.81, -0.15], [0.12, -0.34, 0.74], [-0.50, 0.57, -0.11], [-0.19, 0.66, -1.40], [-0.72, 1.63, -2.19], [-1.77, 2.42, -1.73], [-2.19, 2.23, -0.45], [-1.59, 1.34, 0.42], [-1.92, 1.38, 1.74], [2.97, 0.42, 1.49], [3.86, -1.20, 1.23], [-0.34, -2.96, -0.03], [0.93, -2.64, -1.30], [1.15, -3.80, 0.10], [0.40, -0.04, -1.96], [-0.40, 1.74, -3.25], [-2.02, 3.05, -2.55], [-2.87, 2.99, -0.05], [-1.66, 0.66, 2.31], [-2.69, 1.93, 1.81]],
  "total_energy_ev": -19887.92938,
  "relative_energy_kj_mol": 344.1,
  "homo_lumo_gap_ev": 8.16,
  "spin_multiplicity": 1,
  "charge": 0,
  "smiles": "C=[Si](C)Oc1ccccc1N"
}

=====

5.
{
  "formula": "C8H11O3P",
  "method": "ωB97M-V/def2-TZVPD",
  "elements": ["C", "O", "P", "O", "C", "O", "C", "C", "C", "C", "C", "C", "H", "H", "H", "H", "H", "H", "H", "H", "H", "H", "H"],
  "coordinates": [[1.00, -3.65, 0.82], [0.10, -3.75, -0.20], [-0.87, -2.51, -0.55], [-1.73, -2.85, -1.71], [0.34, -1.08, -0.95], [1.42, -1.48, -1.28], [-0.15, 0.29, -0.76], [-1.40, 0.58, -0.50], [-1.85, 1.92, -0.34], [-1.04, 2.95, -0.13], [0.46, 2.51, 0.16], [0.80, 1.46, -0.87], [0.58, -3.02, 1.57], [1.95, -3.34, 0.47], [1.11, -4.67, 1.22], [-1.58, -2.37, 0.68], [-2.01, -0.24, -0.49], [-2.89, 2.09, -0.56], [-1.23, 4.03, -0.11], [1.11, 3.39, -0.02], [0.35, 2.01, 1.14], [1.79, 1.09, -0.78], [0.52, 1.88, -1.85]],
  "total_energy_ev": -23904.34411,
  "relative_energy_kj_mol": 101.0,
  "homo_lumo_gap_ev": 8.64,
  "spin_multiplicity": 1,
  "charge": 0,
  "smiles": "CO[P@H](=O)C(=O)C1=CC=CCC1"
}

=====

6.
{
  "formula": "C8H11O5",
  "method": "ωB97M-V/def2-TZVPD",
  "elements": ["O", "O", "H", "O", "C", "C", "C", "O", "C", "C", "C", "C", "O", "C", "H", "H", "H", "H", "H", "H", "H", "H", "H", "H"],
  "coordinates": [[1.53, 3.59, 2.36], [1.17, 3.11, 3.54], [0.82, 3.11, 1.78], [0.02, 2.63, 0.78], [0.75, 1.80, 0.16], [0.31, 0.85, -0.82], [0.72, -0.66, -0.41], [1.31, 0.09, -1.48], [1.51, -0.84, 0.82], [-0.25, -1.66, -0.80], [-1.27, -2.10, -0.01], [-2.21, -3.11, -0.50], [-3.28, -3.40, 0.03], [-0.92, 1.15, -1.61], [1.82, 1.74, 0.43], [0.83, -0.81, 1.67], [1.96, -1.84, 0.79], [2.30, -0.09, 0.96], [-0.18, -2.04, -1.83], [-1.43, -1.65, 0.98], [-1.86, -3.62, -1.44], [-1.72, 1.38, -0.88], [-0.74, 2.05, -2.22], [-1.20, 0.32, -2.29]],
  "total_energy_ev": -18702.06770,
  "relative_energy_kj_mol": 197.5,
  "homo_lumo_gap_ev": [7.09, 5.25],
  "spin_multiplicity": 4,
  "s2": 3.79,
  "charge": 0
}

=====

7.
{
  "formula": "C8H11PS",
  "method": "ωB97M-V/def2-TZVPD",
  "elements": ["C", "C", "C", "C", "C", "C", "P", "S", "C", "C", "H", "H", "H", "H", "H", "H", "H", "H", "H", "H", "H"],
  "coordinates": [[-1.65, -0.42, -0.32], [-0.67, 0.00, 0.77], [0.33, -1.08, 1.10], [0.99, -1.91, 0.30], [1.27, -1.87, -1.15], [1.57, -0.80, -1.89], [1.10, 1.01, -1.25], [1.86, 1.30, 0.68], [0.05, 1.23, 0.39], [-0.62, 2.53, 0.69], [-1.13, -0.61, -1.28], [-2.46, 0.35, -0.46], [-2.48, -1.13, -0.16], [-1.31, 0.06, 1.64], [0.51, -1.43, 2.17], [1.64, -2.61, 0.91], [1.43, -2.84, -1.52], [1.80, -0.61, -2.94], [-0.27, 3.34, 0.16], [-0.26, 2.76, 1.64], [-1.70, 2.73, 0.53]],
  "total_energy_ev": -28595.16207,
  "relative_energy_kj_mol": 182.3,
  "homo_lumo_gap_ev": 8.29,
  "spin_multiplicity": 1,
  "charge": 0,
  "smiles": "C[C@H]1C=CC=CP2S[C@]12C"
}

=====

8.
{
  "formula": "C8H12",
  "method": "ωB97M-V/def2-TZVPD",
  "elements": ["C", "C", "C", "C", "C", "C", "C", "C", "H", "H", "H", "H", "H", "H", "H", "H", "H", "H", "H", "H"],
  "coordinates": [[3.10, -0.27, 0.20], [2.09, 0.59, 0.01], [0.86, 0.13, -0.68], [0.79, -0.33, -1.91], [-0.36, 0.30, 0.20], [-0.58, 1.56, 0.60], [-1.21, -0.91, 0.60], [-2.75, -0.55, 0.55], [3.02, -1.26, -0.23], [3.93, 0.02, 0.83], [2.29, 1.64, 0.20], [1.55, -0.29, -2.69], [-0.10, -0.64, -2.46], [-1.31, 1.73, 1.38], [-0.01, 2.47, 0.51], [-0.94, -1.31, 1.57], [-1.05, -1.60, -0.23], [-3.27, -0.63, 1.49], [-2.80, 0.50, 0.29], [-3.24, -1.14, -0.22]],
  "total_energy_ev": -8487.79476,
  "relative_energy_kj_mol": 172.5,
  "homo_lumo_gap_ev": 10.15,
  "spin_multiplicity": 1,
  "charge": 0,
  "smiles": "C=CC(=C)C(=C)CC"
}

=====

9.
{
  "formula": "C8H12",
  "method": "ωB97M-V/def2-TZVPD",
  "elements": ["C", "C", "C", "C", "C", "C", "C", "C", "H", "H", "H", "H", "H", "H", "H", "H", "H", "H", "H", "H"],
  "coordinates": [[1.31, 0.19, -2.02], [0.46, -0.09, -0.92], [0.39, -1.20, 0.06], [-1.12, -1.12, 0.20], [-1.70, 0.27, -0.05], [-0.39, 1.00, -0.32], [0.39, 1.06, 1.02], [1.01, -0.29, 1.17], [1.02, 1.16, -2.39], [2.37, -0.27, -2.51], [0.75, -2.16, -0.05], [-1.87, -1.73, -0.41], [-1.48, -1.39, 1.33], [-2.01, 0.04, -1.18], [-2.38, 0.72, 0.65], [-0.59, 2.02, -0.79], [1.32, 1.78, 1.07], [-0.36, 1.16, 1.94], [0.79, -0.78, 2.24], [2.11, -0.37, 0.96]],
  "total_energy_ev": -8486.68258,
  "relative_energy_kj_mol": 279.8,
  "homo_lumo_gap_ev": 9.98,
  "spin_multiplicity": 1,
  "charge": 0,
  "smiles": "C=C1[C@H]2CC[C@@H]1CC2"
}

=====

10.
{
  "formula": "C8H12",
  "method": "ωB97M-V/def2-TZVPD",
  "elements": ["C", "C", "C", "C", "C", "C", "C", "C", "H", "H", "H", "H", "H", "H", "H", "H", "H", "H", "H", "H"],
  "coordinates": [[-0.48, -1.95, -0.04], [-1.16, -0.83, -0.82], [-1.27, 0.50, -0.08], [-2.47, 1.02, 0.22], [1.26, 0.86, -0.11], [-0.05, 1.11, 0.34], [2.23, -0.39, -0.32], [2.17, 0.19, 0.96], [0.31, -1.63, 0.62], [-1.25, -2.34, 0.62], [-0.12, -2.76, -0.66], [-2.08, -1.23, -1.25], [-0.51, -0.53, -1.65], [-3.40, 0.48, 0.36], [-2.67, 2.08, 0.28], [1.86, 1.61, -0.63], [-0.11, 1.84, 1.15], [2.90, 0.01, -1.11], [2.37, -1.46, -0.45], [2.76, 0.95, 1.44]],
  "total_energy_ev": -8482.80776,
  "relative_energy_kj_mol": 653.7,
  "homo_lumo_gap_ev": 5.45,
  "spin_multiplicity": 1,
  "charge": 0
}